{"formula": "C5H8FNO", "method": "ωB97M-V with the def2-TZVPD basis set", "species": ["H", "C", "H", "H", "N", "H", "C", "O", "H", "F", "C", "C", "H", "H", "C", "H"], "xyz": [[0.7570, -0.1412, 1.5457], [1.3590, 0.2109, -0.3938], [-1.7147, -0.8677, -1.2295], [-1.5578, 1.5531, 0.4168], [0.0208, -1.7219, -0.0428], [-0.0882, -2.6486, -0.6078], [-0.8879, -0.6467, -0.5531], [-1.7963, 0.2268, 1.7028], [2.3004, -0.2325, 0.0549], [1.4263, 1.3188, -1.2392], [0.4621, -0.7281, -1.0481], [-1.0210, 0.4986, 0.5155], [-1.4994, -0.6310, 2.2448], [0.6786, 1.7648, 1.3100], [0.4058, 0.7099, 0.8375], [0.6040, -0.6950, -2.0539]], "lowdin_charge": [0.1268, -0.2572, 0.1454, 0.1894, 0.1020, 0.1450, -0.1790, -0.1124, 0.1649, -0.0196, -0.2920, -0.3443, 0.1541, 0.1590, -0.1069, 0.1248], "relative_energy_kj_mol": 373.5, "e_homo_ev": -9.923, "charge": 0, "smiles": "O[C@H]1C[C@H](F)[C@H]2N[C@H]21", "total_energy_ev": -11566.54903, "orbital_gap_ev": 10.796}

{"formula": "C22H25N3O3S", "method": "ωB97M-V with the def2-TZVPD basis set", "species": ["H", "C", "C", "H", "N", "O", "H", "H", "H", "H", "C", "H", "H", "C", "H", "H", "S", "H", "C", "O", "H", "C", "H", "C", "C", "C", "C", "H", "H", "C", "H", "H", "H", "C", "H", "H", "C", "H", "H", "C", "C", "C", "C", "C", "C", "N", "H", "N", "C", "H", "C", "H", "C", "O"], "xyz": [[-5.1197, -1.2310, -2.1953], [-2.9063, 0.9879, 0.9513], [4.1784, 2.2400, -0.4396], [5.2377, 2.2866, -0.2384], [1.1574, 0.7696, 1.0459], [-0.2890, -0.5386, -1.1827], [-4.4115, -0.4988, 1.1720], [-2.1365, -3.3075, -0.8093], [-5.7956, -1.3298, -0.5642], [2.5711, -4.9844, -1.6853], [-3.7189, 1.1269, -1.6932], [-2.1987, 2.6219, -1.9106], [1.0985, -4.4063, -0.8985], [-4.3533, 0.2330, -0.8360], [-1.2532, 2.6511, 2.4961], [3.7500, 1.0557, 1.2983], [2.4923, -1.6238, 0.7488], [-1.5322, -4.0450, 1.4950], [0.0632, 1.1813, 1.7516], [-0.2641, -2.6283, -0.3684], [4.3015, 3.4090, -2.2269], [3.3496, 1.5494, 0.4253], [-2.0561, -1.6020, -0.2862], [-1.6730, -2.6109, -0.1031], [2.2911, 2.8047, -1.8110], [0.2981, -1.5439, -0.8608], [2.1503, -4.1974, -1.0639], [-1.4005, -2.3620, 2.0137], [-6.3054, -0.0443, -1.6635], [2.3408, -2.8516, -1.7503], [2.1541, -0.7255, -1.4573], [-4.0284, 1.1844, -2.7268], [-2.9775, -3.0215, 1.5418], [1.4495, 2.1132, -0.9579], [1.8436, -2.8557, -2.7245], [0.1888, 3.3083, 1.6647], [-3.9341, 0.1840, 0.4836], [3.4075, -2.6870, -1.9205], [1.8801, 3.2901, -2.6830], [1.8117, -1.6471, -0.9737], [-0.5750, 2.5239, 1.6437], [-2.6943, 1.9316, -1.2457], [1.9857, 1.4916, 0.1615], [3.6508, 2.8696, -1.5552], [-2.2740, 1.8628, 0.0812], [0.4044, -0.8611, 2.3129], [-2.6006, 0.9005, 1.9811], [-0.3656, 0.2118, 2.5138], [-1.9120, -3.0395, 1.3341], [2.6585, -4.2052, -0.1033], [1.3092, -0.5374, 1.4354], [0.3939, 2.0348, -1.1594], [-5.4576, -0.6474, -1.3399], [-1.2432, 2.7099, 0.4162]], "lowdin_charge": [0.0784, -0.0152, -0.0723, 0.1054, 0.0642, 0.1199, 0.1123, 0.1289, 0.0719, 0.0743, -0.0404, 0.1174, 0.0677, -0.2947, 0.1359, 0.1099, 1.0446, 0.0773, -0.2623, -0.0108, 0.1030, -0.0285, 0.0983, -0.1830, -0.0611, -0.5317, -0.1129, 0.0503, 0.0796, -0.2497, 0.1120, 0.1144, 0.0731, -0.0027, 0.1225, 0.1400, -0.0526, 0.1113, 0.1074, -0.4286, -0.1032, -0.0070, -0.2186, -0.0820, -0.2660, 0.0459, 0.0957, 0.0859, -0.0526, 0.0513, -0.6159, 0.1048, -0.0538, -0.0579], "relative_energy_kj_mol": 203.3, "e_homo_ev": -8.284, "charge": 0, "smiles": "CCOC(=O)[C@H](CC)Sc1nnc(COc2ccc(C)cc2)n1-c1ccccc1", "total_energy_ev": -44667.88830, "orbital_gap_ev": 8.929}

{"formula": "C73H173N11O13", "method": "ωB97M-V with the def2-TZVPD basis set", "species": ["H", "H", "H", "H", "H", "O", "H", "H", "H", "H", "H", "H", "H", "H", "H", "C", "H", "H", "H", "C", "C", "C", "H", "H", "H", "C", "C", "H", "H", "H", "H", "C", "C", "H", "C", "H", "H", "N", "H", "H", "C", "H", "H", "C", "H", "H", "H", "H", "H", "H", "H", "C", "O", "H", "H", "H", "H", "H", "H", "H", "H", "C", "C", "H", "H", "C", "H", "H", "N", "C", "H", "H", "C", "H", "N", "H", "C", "C", "H", "H", "C", "H", "H", "H", "N", "C", "H", "C", "H", "H", "H", "C", "C", "H", "H", "H", "O", "H", "H", "H", "H", "C", "C", "H", "C", "H", "H", "H", "N", "H", "H", "C", "H", "C", "H", "C", "O", "H", "C", "H", "C", "H", "C", "C", "C", "H", "H", "H", "H", "H", "H", "C", "O", "H", "H", "H", "H", "C", "H", "O", "H", "H", "O", "H", "H", "C", "C", "N", "H", "H", "C", "H", "H", "C", "H", "H", "H", "H", "H", "H", "C", "H", "H", "C", "H", "C", "H", "C", "H", "O", "H", "C", "H", "H", "N", "C", "H", "H", "H", "C", "C", "H", "H", "H", "H", "H", "C", "C", "H", "H", "H", "H", "O", "H", "H", "H", "C", "N", "H", "H", "H", "H", "C", "H", "C", "H", "H", "C", "H", "H", "H", "H", "H", "C", "H", "H", "C", "H", "H", "H", "C", "C", "C", "H", "H", "C", "H", "C", "H", "C", "H", "O", "O", "H", "O", "H", "C", "C", "C", "H", "N", "H", "H", "H", "H", "C", "N", "N", "C", "H", "C", "O", "H", "H", "C", "H", "H", "H", "H", "H", "H", "H", "H", "H", "C", "C", "H", "C", "H", "H"], "xyz": [[-1.3533, 0.7416, 3.5661], [-3.0494, -2.1129, 2.9465], [4.2247, 2.9671, -0.7712], [3.1745, -0.6089, -9.6944], [0.7311, 3.3432, -7.3677], [3.8951, -4.4448, -2.3703], [6.1261, 2.8624, -2.4095], [-9.3442, 0.7499, 4.1059], [-7.1027, -3.1504, -4.0886], [-5.4845, -6.3828, -5.2061], [0.0551, 0.6328, -2.8256], [-5.6290, -4.1740, -6.1469], [0.2296, 0.1288, 3.1895], [-4.4506, 2.6572, 1.1075], [-3.0639, 0.7785, 1.5499], [1.6414, -0.2459, 7.4223], [4.5208, 3.2536, -5.2623], [-2.2838, -4.4998, 6.8274], [-4.0485, -6.3838, -4.2264], [2.9035, 2.7717, -3.9227], [3.0748, -1.2569, -6.3130], [-9.3921, -0.0291, 3.3439], [-0.2503, 5.0046, -4.9117], [-5.3379, -5.0398, 2.8460], [3.2407, -4.8794, -4.2241], [4.2263, -6.5913, -3.3528], [3.4950, 2.8771, -5.3355], [0.6729, 0.1623, 7.1145], [-4.0931, -5.2484, 4.7385], [1.8945, 6.7881, -2.8087], [-8.2443, 0.0422, 5.7633], [1.3798, 2.8122, -6.6726], [3.2967, -5.3907, -3.2548], [-0.8321, -1.7805, 5.0857], [1.3307, -0.8296, -4.7524], [2.9602, -2.3451, -6.3513], [-5.6025, -2.5111, -1.3196], [-4.8478, -4.1764, 2.6119], [1.3496, 7.5564, 5.0295], [6.7831, 3.8063, -1.1934], [-2.9428, 6.2871, 1.8933], [4.3528, 1.9621, 0.6540], [-3.4503, 7.1947, 1.5619], [2.9970, -3.4236, -2.0078], [-6.9674, -4.3631, -2.8115], [2.7914, -4.9142, 3.5181], [-1.6335, -3.2341, 2.5680], [5.0885, -0.1527, -0.6581], [-1.9583, 6.1732, 1.4308], [-2.7961, 6.3130, 2.9737], [-1.8486, -2.5608, 7.3830], [5.0093, 4.9447, 3.4779], [-4.4244, -4.8285, -1.8803], [8.6279, -0.3470, -1.3429], [-0.3841, -2.8293, 9.0476], [5.5117, -1.2470, -7.1633], [2.0983, -1.3374, 5.6050], [2.9323, -2.4453, 1.6084], [5.2545, 3.4429, 0.6463], [-5.3281, 3.2855, -1.7843], [2.0551, 6.3947, -6.8099], [-0.5907, 2.8832, 0.1799], [-0.7128, 2.2108, 1.5392], [3.6679, 1.8447, -5.6586], [-0.0831, 5.3807, -3.2143], [8.6272, -0.2154, -0.2632], [2.2104, 3.9586, -2.3825], [3.4223, 6.5694, 4.5021], [4.5271, -7.0998, -2.0262], [-0.2559, -2.1699, 5.9242], [2.4960, -3.9722, 4.9476], [8.5499, 3.2171, -2.5900], [0.6033, 0.7597, -0.6746], [3.0334, 1.5759, 5.6078], [-6.8817, -1.4966, 3.6771], [7.9328, -0.9552, 0.1423], [-6.7147, -4.1370, -3.8490], [6.0667, 1.8150, -0.5840], [-5.3274, 1.8143, -0.9194], [-6.1213, -1.6301, 1.1805], [9.0486, 2.1721, -0.7621], [-4.9355, -0.6110, 1.8514], [1.3630, -1.1563, 7.9522], [1.4000, 4.5837, 2.0816], [3.8472, -1.0219, 6.7500], [-9.3231, -1.4617, 3.9255], [8.1797, 1.5451, -2.7095], [-5.0830, -6.0351, -4.2536], [-6.6441, 2.8121, 0.7261], [5.5359, 3.9949, 3.5325], [-5.3538, -2.5698, 3.6729], [-4.8060, -3.9569, -5.4620], [-8.1151, -3.2491, 4.9158], [-1.0627, -1.0111, 7.5863], [0.8145, 2.5404, -5.7782], [-6.2919, 1.7586, 2.7936], [-0.0008, -2.7708, 8.1677], [0.8903, -3.2219, 3.3010], [8.8291, 0.7707, 2.3850], [-3.8386, -4.3026, -5.8275], [-0.6202, -0.6350, -1.8655], [-7.9709, -1.7581, 4.6009], [-5.3009, -1.8932, -2.1722], [-8.1924, -3.9364, 4.0729], [0.8235, 5.3803, 2.5576], [1.8791, -0.8297, -1.1775], [0.3027, -0.4753, -4.8620], [0.7023, -1.6432, 5.9462], [0.8505, 7.1318, 4.2496], [-6.1589, 0.0172, 0.7261], [5.4336, 5.5330, 4.3021], [-2.8897, -2.3791, -1.9707], [2.8241, -8.2168, -3.8655], [2.7149, 0.5943, 5.2422], [1.9510, 2.2371, -3.9583], [-4.1334, -2.6352, -2.8399], [-3.6755, 5.0777, 1.7677], [9.0489, 2.4772, 1.9677], [1.8246, 5.1018, -4.2501], [-7.1923, -3.5258, 5.4429], [-6.3574, 0.9464, 3.5152], [2.1238, -1.9290, 3.5313], [8.4165, 1.2281, 0.2705], [-6.8956, -0.3339, 2.7875], [-0.8770, -2.0559, 7.3126], [1.6210, 1.8342, -7.0992], [-4.0722, -0.9183, -4.1804], [1.7678, -0.2190, -3.9559], [-1.2302, -0.8847, 2.8708], [5.1114, -7.9228, -2.0537], [-3.7830, 2.5439, -1.4839], [6.7897, 2.7685, -1.5379], [1.7836, -0.6830, -6.0817], [5.2462, 5.5028, 2.5680], [0.7344, 2.7580, -1.4677], [-0.2333, 5.1504, 2.6741], [1.5690, 2.5682, -0.0538], [-0.8871, 0.6546, 1.4301], [2.3329, 0.6855, 2.6012], [3.6136, 4.7864, 3.5780], [2.4060, -2.0320, -8.8653], [9.9767, 1.7086, -1.1168], [6.4130, 0.6513, 1.4598], [-6.2167, -1.7580, -2.7483], [5.1356, -6.2237, -3.8528], [3.3727, 0.7979, 2.9380], [-4.7629, 3.3955, 0.3585], [4.9135, -1.2403, -7.9907], [2.1192, 0.4588, 8.1019], [2.8443, -2.7866, -2.8911], [-5.9980, -0.6249, 1.5974], [3.8807, 4.9790, -7.4532], [3.7102, -0.9425, -5.4767], [2.6667, 4.1702, -3.3555], [4.9736, -6.3642, -1.4928], [-5.3497, 0.6757, 3.8461], [-7.3545, -4.7852, -4.4614], [3.5754, -2.7237, -1.3949], [3.2064, 6.7253, -4.0322], [-6.8847, 1.1860, 4.4361], [1.4683, 5.8796, 3.8584], [-0.4036, 3.9496, 0.3321], [-2.9879, -5.1513, 2.4818], [-3.4250, -4.2945, 3.0029], [2.6893, 4.1467, -8.3583], [-3.3345, -4.4829, 4.5102], [3.6141, 2.2130, -3.3120], [4.9222, 2.6328, -0.0011], [-3.6336, -3.5664, 5.0338], [2.2145, -3.0753, 1.7495], [4.7178, -2.2341, -8.1165], [5.5580, 0.5826, -1.3185], [3.6342, 1.8595, 2.8887], [-6.9213, -0.8551, 6.3252], [2.1724, 4.9089, -5.6632], [0.3237, 4.7621, -4.0175], [-2.4785, -0.6698, 0.8270], [1.7142, 0.7373, 4.8030], [4.1222, 3.2287, -7.8123], [2.5359, -0.5587, 6.2340], [-5.2532, -4.5188, -4.1224], [-2.5390, 0.8281, -0.0915], [-5.0628, -0.8840, -1.8317], [-2.7368, -2.0810, -4.4850], [9.4333, 3.0896, -0.3119], [1.3356, 5.0992, 4.6205], [1.9375, -2.9426, 3.1598], [3.4043, 4.0016, -7.5438], [-9.5339, -2.0833, 3.0508], [-2.0740, -2.8598, -2.5181], [3.0846, 6.6833, 2.7902], [6.1700, 1.2240, 2.1961], [3.5363, 0.1624, 4.1749], [2.3250, 0.8204, -1.9248], [1.3156, -1.8650, -4.3992], [1.7846, -0.3713, -8.8338], [9.1459, 1.4581, 1.5960], [0.1985, 0.1307, 0.5857], [-10.3874, 0.0597, 2.8995], [-5.5716, -6.5874, -3.4467], [4.8204, 0.8062, -2.0893], [-4.1451, -2.1741, -6.3060], [-4.6710, -2.4326, -5.3821], [-4.8836, -4.2171, 1.5952], [2.1525, 6.5139, -3.8306], [0.1778, 2.4557, 2.1259], [0.9235, 6.1517, 1.7851], [-8.3172, 0.0415, 2.2945], [9.5839, -0.5382, 0.1608], [0.1862, 3.7102, -3.7668], [6.3799, 0.0019, -1.7415], [-2.6761, -6.1942, 6.5101], [4.3628, -0.1560, 6.8772], [-7.9338, -0.9929, 5.9410], [1.6519, 7.2568, -4.4625], [2.1244, -3.7783, -1.4587], [3.7049, -7.7022, -4.2457], [3.8528, -3.5111, 3.9248], [4.5155, -8.3967, -4.4753], [3.9664, 0.2679, 2.1927], [2.8325, -3.8985, 3.9059], [-2.2815, 0.4063, 0.8807], [-3.9061, 4.6507, 0.4377], [-0.0706, 7.0273, 4.6617], [2.6546, 0.4296, -0.2158], [-3.7852, -1.9728, -4.2109], [0.0015, -3.2118, 5.7328], [3.5982, -0.6508, -7.6273], [-10.1939, -1.5916, 4.5706], [8.1845, 2.3723, -1.9986], [-1.0597, -5.7237, 6.5615], [1.4239, 5.7233, -6.5277], [-2.0749, -4.9786, 4.8593], [-5.6513, -1.9563, -5.3776], [-5.6165, -1.7923, 4.2059], [3.4592, -7.2989, -5.2338], [0.6123, 2.2590, -0.4967], [-0.3678, 0.4268, -1.8424], [2.6907, -0.9843, -8.7881], [2.3038, -5.6501, -2.8736], [-4.3327, -4.0548, -3.0621], [-2.9005, -2.9640, 1.4235], [4.3473, -1.5700, 6.0622], [3.7430, 0.4251, -7.5277], [3.6208, 4.6206, -3.0653], [-0.8115, 0.1179, 2.8548], [-6.1784, 3.7113, 0.5965], [6.9939, 1.4950, 0.5084], [2.9627, 6.0222, 3.6635], [-4.3918, 5.4801, -0.0859], [2.6133, 3.6511, -6.2976], [0.1891, -1.2825, 0.5485], [-3.6401, -5.3816, -1.9606], [-1.5316, 2.6385, 2.1256], [-4.7567, 2.7407, -1.0302], [-6.3147, 4.1152, 1.5236], [-1.4976, 2.8323, -0.4241], [-8.2080, 1.0724, 1.9449], [-8.9762, -3.4049, 5.5624], [-2.9722, -2.7258, -0.9419], [10.2127, 1.2219, 1.5316], [0.8439, -1.5262, 1.2147], [-1.2906, 0.9920, -1.7111], [-8.6107, -0.5463, 1.4203], [-2.7054, -3.0429, 2.4977], [-2.0261, -5.3631, 6.2084], [-2.9611, 4.3769, -0.0439], [1.9886, 0.2482, -1.0637], [-8.6202, -1.3578, 6.7025], [-2.6419, -1.3186, -1.9687]], "lowdin_charge": [0.0981, 0.0717, 0.0787, 0.0813, 0.0854, -0.2031, 0.1128, 0.1019, 0.0679, 0.0850, 0.0569, 0.1224, 0.0623, 0.1191, 0.0748, -0.0631, 0.1255, 0.0681, 0.0864, -0.1770, -0.1918, -0.1852, 0.0790, 0.0874, 0.1230, -0.4637, -0.1266, 0.0762, 0.1266, 0.0875, 0.0584, -0.0124, -0.1977, 0.0749, -0.1169, 0.1264, 0.0787, 0.0445, 0.0711, 0.1232, -0.1019, 0.0515, 0.0894, -0.1096, 0.0890, 0.0803, 0.0784, 0.0776, 0.0719, 0.0863, 0.0913, -0.1151, -0.0161, 0.0720, 0.0950, 0.0657, 0.0858, 0.0830, 0.0849, 0.0817, 0.1040, -0.1696, -0.1250, 0.1047, 0.0795, -0.0277, 0.0973, 0.1249, 0.0428, -0.0644, 0.0743, 0.1122, -0.4895, 0.1343, -0.0986, 0.0809, -0.0305, -0.5064, 0.0595, 0.0795, -0.1418, 0.0601, 0.0644, 0.0695, 0.0573, -0.1453, 0.1085, -0.0450, 0.0492, 0.0809, 0.0435, -0.1487, -0.0511, 0.1055, 0.0712, 0.0583, -0.0864, 0.1055, 0.0803, 0.1255, 0.0710, -0.5126, -0.0313, 0.0817, -0.0642, 0.0763, 0.0889, 0.0172, 0.0363, 0.0748, 0.0866, -0.0330, 0.0801, -0.1889, 0.0880, -0.5011, -0.1938, 0.0834, -0.4942, 0.0790, -0.0101, 0.0936, -0.4950, -0.4809, -0.3108, 0.0706, 0.1183, 0.0588, 0.0458, 0.0699, 0.0635, -0.1434, -0.2010, 0.0895, 0.0994, 0.0607, 0.1192, -0.4765, 0.0717, -0.1819, 0.0846, 0.1211, -0.0178, 0.0665, 0.1344, -0.1123, -0.4250, 0.0276, 0.0875, 0.0705, -0.0332, 0.0852, 0.1201, -0.1365, 0.0693, 0.0765, 0.0858, 0.0793, 0.0868, 0.0718, -0.4408, 0.1006, 0.1417, -0.3996, 0.0812, -0.2161, 0.0838, -0.0204, 0.1312, -0.0840, 0.0669, -0.0153, 0.0831, 0.0830, -0.1184, -0.0128, 0.0673, 0.1115, 0.0842, -0.4237, -0.5125, 0.0605, 0.0742, 0.1126, 0.1187, 0.1386, -0.3022, -0.0273, 0.1208, 0.0887, 0.1359, 0.0964, -0.1955, 0.0614, 0.0814, 0.0753, -0.0441, -0.0814, 0.1105, 0.0812, 0.0634, 0.1089, -0.1825, 0.0824, -0.0472, 0.1068, 0.0847, -0.1456, 0.0793, 0.0621, 0.0750, 0.0899, 0.0704, -0.0247, 0.0808, 0.0995, -0.0725, 0.0774, 0.0748, 0.0726, -0.0756, -0.0258, -0.2010, 0.0737, 0.0713, -0.1151, 0.0765, -0.4312, 0.1206, -0.1719, 0.0931, -0.0102, -0.1647, 0.1034, -0.0362, 0.0759, -0.1390, -0.0061, -0.0723, 0.1302, -0.1081, 0.0627, 0.0608, 0.1187, 0.1147, -0.0236, 0.0343, -0.1142, -0.2401, 0.1346, -0.5065, -0.0047, 0.1044, 0.1177, -0.0593, 0.0758, 0.0854, 0.1066, 0.0796, 0.0678, 0.0846, 0.0612, 0.0642, 0.1227, -0.0503, -0.1185, 0.1015, -0.0136, 0.0829, 0.0614], "e_homo_ev": -7.862, "charge": 0, "total_energy_ev": -121504.95548, "orbital_gap_ev": 8.319}